No. 1
Below is a single C15H28BrO4P molecule, with properties calculated with ωB97M-V/def2-TZVPD.

XYZ file:
```
49
Properties=species:S:1:pos:R:3:forces:R:3:mulliken_charge:R:1
C -2.040735 -5.131043 2.567080 -0.376 -0.043 -0.130 -0.732
O -2.581847 -4.145609 1.706020 0.053 -0.008 -0.011 -0.422
C -1.954227 -4.074805 0.440328 0.215 0.075 0.048 -0.505
C -0.439926 -3.837733 0.493906 -0.263 -0.366 -0.121 -0.617
C 0.083506 -3.181563 -0.781495 0.259 0.427 0.339 -0.925
C -0.328359 -1.704631 -0.939846 -0.013 -0.379 -0.204 -0.467
C 0.718063 -0.906006 -1.722379 -0.375 0.128 0.263 -0.836
C 0.158937 0.353585 -2.393049 0.528 0.014 -0.416 -0.046
C 1.277691 1.370188 -2.704635 0.116 -0.424 0.284 -1.512
C 1.557703 2.360937 -1.568640 -0.260 0.105 -0.208 -0.717
C 0.305187 3.139992 -1.103074 0.337 -0.506 -0.213 -1.013
C -0.256085 2.851184 0.279705 -0.329 0.175 -0.697 0.649
P 0.945644 2.898514 1.757892 0.059 0.635 0.694 0.005
C 1.570990 1.166343 1.797894 -0.314 0.001 -0.513 -0.710
C 2.400262 3.887820 1.229905 -0.009 -0.253 -0.196 -1.116
O -0.905967 1.561494 0.504628 0.245 -0.021 0.436 -0.120
C -1.745449 1.762232 1.570492 0.022 -0.589 0.116 0.314
O -2.209159 0.899302 2.239644 0.145 0.403 -0.233 -0.533
O -1.958486 3.105539 1.746184 -0.441 0.107 -0.330 -0.322
C -1.510509 3.693870 0.545075 0.132 -0.575 0.223 -0.185
Br -2.952369 3.277712 -0.767649 0.225 0.532 -0.168 -0.175
H -1.325952 -4.686618 3.263825 0.110 -0.117 -0.043 0.248
H -2.870516 -5.563411 3.130990 0.082 0.106 0.074 0.283
H -1.574265 -5.947507 2.005532 0.091 0.061 0.034 0.328
H -2.160747 -5.002053 -0.114457 0.010 0.077 -0.095 0.344
H -2.425415 -3.242407 -0.086567 -0.122 -0.084 0.103 0.320
H -0.212753 -3.225849 1.372986 0.026 0.085 -0.131 0.332
H 0.065349 -4.800349 0.624902 0.025 0.094 0.118 0.483
H 1.178424 -3.222294 -0.753256 -0.048 -0.072 -0.063 0.452
H -0.233172 -3.740399 -1.667523 0.055 -0.076 0.044 0.276
H -1.284735 -1.663341 -1.470358 -0.011 0.134 0.068 0.443
H -0.488615 -1.258116 0.045906 -0.029 0.071 -0.068 0.156
H 1.522275 -0.619244 -1.033512 0.063 -0.123 -0.076 0.312
H 1.155291 -1.556390 -2.485567 0.123 0.091 -0.001 0.478
H -0.280490 0.061477 -3.351493 -0.271 -0.007 0.185 0.393
H -0.620074 0.798023 -1.773464 -0.067 -0.026 -0.073 0.108
H 1.103545 1.884750 -3.653233 -0.165 0.152 0.164 0.399
H 2.193777 0.784112 -2.848345 0.002 0.135 -0.183 0.419
H 2.014976 1.827990 -0.737839 0.010 0.028 -0.015 0.473
H 2.293436 3.089086 -1.920787 0.073 -0.116 0.065 0.384
H 0.542901 4.209039 -1.078840 -0.055 -0.028 0.051 0.481
H -0.468091 3.014156 -1.864043 -0.103 0.088 0.147 0.545
H 0.878303 0.579908 2.401968 0.163 0.013 0.100 0.316
H 2.567194 1.158535 2.240709 -0.058 0.010 0.054 0.430
H 1.594122 0.705814 0.810385 0.179 -0.068 0.102 -0.056
H 2.898193 3.529754 0.329532 0.002 0.125 -0.009 0.291
H 3.110839 3.833962 2.058089 -0.053 0.059 -0.017 0.436
H 2.104515 4.931461 1.116563 0.045 -0.021 -0.042 0.346
H -1.413178 4.772592 0.539911 -0.031 -0.033 0.546 0.566
```
Forces are in eV/Å.

Results
Strongest force on any atom: 0.9 eV Å⁻¹
Lowest unoccupied orbital energy: 0.5537 eV
HOMO-LUMO gap: 9.3 eV
DFT total energy: -3804.64373 Ha
Structure (SMILES): COCCCCCCCCC[C@]1(P(C)C)OC(=O)O[C@@H]1Br



No. 2
Below is 2 unconnected molecules or ions with the total composition H4NP at a distorted geometry, with properties calculated with ωB97M-V/def2-TZVPD.

XYZ file:
```
6
Properties=species:S:1:pos:R:3:forces:R:3:mulliken_charge:R:1
N 0.760606 -0.438654 -1.609821 0.944 -4.082 -1.598 -0.367
P 0.137293 0.292749 -0.441299 -0.040 3.970 5.874 0.019
H 0.155512 -1.978192 0.021532 0.737 1.726 -2.039 0.073
H 0.709862 0.368548 0.983076 -0.173 -0.144 -1.904 0.098
H -1.105244 0.257701 0.082250 -1.696 -0.486 -0.133 0.109
H 0.131197 1.740487 -0.703917 0.228 -0.984 -0.201 0.068
```
Forces are in eV/Å.

Results
Strongest force on any atom: 7.1 eV Å⁻¹
ΔE to the lowest compared entry with this formula, charge and spin: 154.9 kcal/mol
Lowest unoccupied orbital energy (spin up / spin down): -2.6358 / -2.6272 eV
HOMO-LUMO gap (spin up / spin down): 7.2 / 7.3 eV
DFT total energy: -398.23090 Ha